Here is a structure of composition C16H31NOP2Sn from the Open Molecules 2025 dataset. Energies are from the ωB97M-V functional and the def2-TZVPD basis.

Calculated values
Multiplicity: 1
Charge: +2
ΔE to the lowest compared entry with this formula, charge and spin, kcal per mole: 7.7

Last column: Löwdin charge in e.
Element x y z (Å)
Sn 2.2056 0.1747 1.0129  1.15
P 1.7398 -1.1935 -0.9141  0.73
P 1.7294 2.0923 -0.4551  0.79
O 2.6685 2.4888 4.6564  0.16
N 2.9224 1.7299 2.3932  -0.09
C 1.6789 -0.0132 -2.3441  -0.36
C -4.4217 -1.3665 -0.1511  -0.18
C 0.3279 -2.2825 -1.3073  -0.20
C -2.2153 -2.2097 0.8265  -0.15
C 3.2327 -2.2212 -1.0967  -0.22
C -2.7437 0.1198 1.7700  -0.18
C 2.9710 3.4028 -0.2297  -0.20
C -3.1476 0.8020 -0.7223  -0.11
C -4.2233 -0.1685 -1.1297  -0.17
C 2.7954 2.1193 3.5315  -0.44
C 0.1354 2.8951 -0.8237  -0.20
C -2.7156 0.9923 0.5341  -0.10
C -1.8103 -1.1258 1.7534  -0.19
C 2.2674 1.3948 -2.1082  -0.35
C 2.3380 -1.2983 2.5905  -0.20
C -3.2045 -2.2219 -0.0737  -0.10
H -5.1852 0.3582 -1.1777  0.12
H -5.2413 -1.9814 -0.5770  0.13
H 0.2707 3.5336 -1.7199  0.09
H -1.9673 1.7970 0.6700  0.08
H 2.1789 -0.5774 -3.1528  0.11
H -1.8325 -1.5857 2.7602  0.13
H 3.4785 3.1888 0.7271  0.03
H -4.7668 -0.9613 0.8181  0.11
H 2.6054 -2.2919 2.2010  0.02
H -2.6218 1.3752 -1.5190  0.10
H -0.6886 2.1765 -1.0047  0.02
H 3.6636 3.3670 -1.0863  0.07
H -3.7323 -0.2207 2.0934  0.11
H 0.5995 0.0859 -2.5720  0.10
H 0.1685 -3.0673 -0.5541  0.06
H 0.4794 -2.7696 -2.2914  0.09
H 3.1349 -0.9629 3.2712  0.03
H 3.1459 -3.1302 -0.4755  0.08
H 3.2876 -2.5095 -2.1596  0.08
H 2.4811 4.3899 -0.1665  0.08
H 3.3788 1.4404 -2.1520  0.11
H -0.6113 -1.7124 -1.3685  0.05
H -0.1155 3.5185 0.0566  0.08
H -3.2437 -3.0174 -0.8128  0.11
H 4.1443 -1.6786 -0.7961  0.06
H -4.0363 -0.5454 -2.1480  0.12
H -0.7620 -0.7825 1.6335  0.07
H 1.8707 2.1170 -2.8505  0.11
H 1.3699 -1.2681 3.1152  0.03
H -2.3504 0.7393 2.5934  0.11
H -1.6330 -3.1359 0.9318  0.11



Here is a structure of composition C16H31NP2Pb from the Open Molecules 2025 dataset. Energies are from the ωB97M-V functional and the def2-TZVPD basis.

Calculated values
Multiplicity: 1
Charge: +2
ΔE to the lowest compared entry with this formula, charge and spin, kcal per mole: 0.0

Last column: Löwdin charge in e.
Element x y z (Å)
Pb 1.7153 0.0287 1.6117  1.29
P -0.7553 -2.5092 -1.9443  0.89
P -2.2328 -0.3832 1.5186  0.86
N -2.2682 -4.7747 -0.8374  0.20
C -1.3851 0.2308 2.9831  -0.22
C 3.7676 1.4636 0.1852  -0.23
C 0.6098 3.0945 -0.3183  -0.19
C -3.5242 0.7051 0.9929  -0.15
C 3.2422 2.5785 1.1341  -0.21
C 1.4878 2.3958 -1.3769  -0.17
C -0.9554 -0.6994 0.2525  -0.43
C 0.9378 -2.8105 -1.4750  -0.16
C 1.6343 0.9251 -1.1093  -0.14
C 2.7040 0.4441 -0.3498  -0.44
C 1.8557 2.2861 1.7364  -0.40
C -0.8534 -2.4847 -3.7241  -0.14
C -1.6609 -3.8757 -1.2757  -0.26
C 0.6485 2.3848 1.0026  -0.23
C -1.4486 -0.9921 -1.1956  -0.29
C -2.6781 -2.0489 1.9619  -0.15
H 1.1026 -3.8947 -1.6149  0.10
H 0.9064 4.1691 -0.2382  0.14
H 3.0340 -0.6071 -0.5113  0.09
H -2.5473 -1.1035 -1.2419  0.10
H 1.0891 0.2515 -1.7901  0.09
H -3.7386 -2.0720 2.2306  0.08
H -1.1700 1.3024 2.9382  0.05
H -3.2338 1.7513 1.1810  0.08
H -0.4398 3.1443 -0.6830  0.11
H -0.4266 -1.5900 0.6789  0.03
H -0.9934 -3.5020 -4.0813  0.09
H -0.2466 0.1708 0.2163  -0.02
H -2.0525 -2.3139 2.8264  0.09
H 3.2745 3.5562 0.6370  0.11
H -0.3175 2.2337 1.4913  0.05
H -3.7437 0.5818 -0.0784  0.07
H 4.2239 1.9226 -0.7119  0.12
H -2.0542 0.0453 3.8305  0.08
H 1.8558 2.4489 2.8380  0.11
H -1.1631 -0.1608 -1.8661  0.10
H 1.1415 -2.5531 -0.4238  0.05
H -4.4321 0.4782 1.5747  0.09
H 2.4724 2.8922 -1.3428  0.11
H -1.6759 -1.8664 -4.0763  0.08
H 1.5972 -2.2374 -2.1441  0.08
H 4.5611 0.9386 0.7537  0.12
H 3.9361 2.6395 2.0045  0.13
H -0.4469 -0.3123 3.1946  0.00
H 1.0457 2.5697 -2.3797  0.13
H -2.4861 -2.7484 1.1329  0.04
H 0.0869 -2.0934 -4.1174  0.08



Here is an isolated molecule of C16H32BClNO7PS from the Open Molecules 2025 dataset. Energies are from the ωB97M-V functional and the def2-TZVPD basis.

Calculated values
Multiplicity: 1

Last column: Löwdin charge in e.
Element x y z (Å)
Cl -1.7093 -2.0998 -4.8756  0.24
S -3.0326 -0.1357 -2.2771  0.89
P -0.5162 -1.4239 -3.3021  0.60
O 4.2812 0.9029 0.0686  0.08
O -2.8060 -1.7397 -1.8591  -0.35
O -2.0174 0.6225 -1.2507  -0.31
O -4.3745 0.0855 -1.8102  -0.37
O 0.7462 -2.4661 -3.4186  -0.36
O -2.1296 3.9058 2.6273  -0.21
O -0.1076 -1.3492 2.4240  0.14
N 4.1724 -1.2427 -0.8092  0.03
C -2.7862 3.3682 0.3479  -0.16
C 1.3676 0.5572 1.6082  0.01
C 2.5926 -2.6225 0.4958  -0.17
C -1.4583 -2.2438 -1.8949  -0.49
C -0.7892 -2.2215 -0.4886  -0.24
C 3.9271 0.1829 -0.8549  -0.47
C -1.7501 0.0066 0.0321  -0.30
C 2.8961 -1.9957 -0.8489  -0.22
C -0.4202 -0.7959 -0.0523  -0.13
C -1.7571 1.1230 1.0662  -0.11
C -3.0459 1.9860 0.9310  -0.17
C 3.2190 0.7794 -2.0516  0.00
C -1.1271 4.5153 3.4308  -0.09
C 0.2480 -3.3664 -0.5120  -0.15
C -1.9929 4.2961 1.2749  -0.24
C 1.3156 -3.4853 0.5749  -0.17
B 0.2862 -0.5715 1.3515  -0.53
H 3.8538 1.4865 -2.5768  0.09
H -1.8039 0.7297 2.0770  0.13
H -1.3661 4.2778 4.4603  0.09
H 2.8667 0.0426 -2.7699  0.07
H -2.5505 -0.6773 0.3049  0.15
H 2.3493 1.3271 -1.6947  0.08
H 2.3593 0.1569 1.8082  0.06
H 3.4387 -3.2347 0.8009  0.12
H 1.3921 1.2844 0.8008  0.06
H -1.1343 5.5934 3.2669  0.09
H 2.9625 -2.7801 -1.6006  0.12
H -0.1539 4.1042 3.1576  0.08
H -2.3804 5.3121 1.1746  0.12
H 4.6460 -1.4574 -1.6817  0.11
H -0.3254 -4.2929 -0.4577  0.12
H 0.6364 -1.4913 3.0119  0.11
H -2.3060 3.2922 -0.6254  0.11
H 2.5613 -1.8163 1.2280  0.08
H -1.5428 -3.2994 -2.1564  0.12
H 2.0555 -1.3638 -1.1358  0.09
H -0.9266 1.8125 0.9385  0.11
H 0.7174 -3.4279 -1.4913  0.08
H -3.4789 2.1252 1.9176  0.11
H 1.6284 -4.5279 0.5948  0.11
H 1.0562 1.0780 2.5158  0.08
H 1.2353 -2.2173 -4.2078  0.05
H -3.8104 1.4776 0.3483  0.10
H 0.8714 -3.3154 1.5515  0.10
H -0.9362 4.2766 0.9887  0.11
H -1.6055 -2.5389 0.1620  0.15
H 0.2184 -0.3358 -0.8098  0.11
H -3.7597 3.8280 0.1723  0.11



Here is a structure of composition C16H32Br12O from the Open Molecules 2025 dataset. Energies are from the ωB97M-V functional and the def2-TZVPD basis.

Calculated values
Multiplicity: 1
ΔE to the lowest compared entry with this formula, charge and spin, kcal per mole: 27.9

Last column: Löwdin charge in e.
Element x y z (Å)
Br 2.4924 -0.1665 -4.6469  0.64
Br -4.3593 -1.9911 1.5800  0.65
Br 1.4892 4.0090 -1.9364  0.68
Br -6.2456 2.0001 2.7239  0.63
Br -1.7295 -0.9931 4.7235  0.60
Br -1.1012 1.2374 -4.5582  0.62
Br 4.1265 -3.3099 -0.7856  0.68
Br 0.2661 -4.7288 1.2405  0.60
Br 2.4629 -1.1723 2.9318  0.73
Br -0.3981 2.7165 2.9729  0.63
Br -3.6624 3.2308 -0.2036  0.70
Br 5.6823 1.1207 -1.7924  0.69
O -0.6695 -0.1480 0.6102  -0.21
C -1.9518 3.4061 0.6320  -0.69
C 1.0914 -0.7843 -0.6739  -0.14
C -1.9872 2.5135 1.8230  -0.71
C 4.0361 -0.0769 -3.4797  -0.77
C -1.3765 -0.7805 -0.4824  -0.12
C 1.0349 -1.1301 4.3034  -0.62
C 2.9889 -3.8643 0.6645  -0.71
C -0.2467 2.2304 -3.1247  -0.77
C 4.1776 1.3155 -2.9424  -0.74
C -0.1749 -1.3406 -1.3906  -0.10
C -5.0756 -0.1741 1.3163  -0.65
C -0.1982 -1.3970 3.5212  -0.69
C 1.7685 -4.4291 -0.0290  -0.69
C 0.5724 3.4020 -3.5351  -0.67
C 0.5071 0.3663 0.0762  -0.26
C -4.9972 0.5175 2.6468  -0.74
H 1.9568 -0.6371 -1.3605  0.10
H 1.2668 3.0921 -4.2961  0.05
H 4.9771 -0.3529 -3.9600  0.06
H -1.8339 0.0231 -1.1248  0.12
H -2.0615 -1.5492 -0.1261  0.06
H -3.9825 0.8930 2.8891  0.03
H 1.9035 -5.4503 -0.3223  0.03
H 0.4766 1.5175 -2.6405  0.02
H 1.5503 -1.5092 0.0355  0.07
H 1.3939 -3.9204 -0.8951  0.02
H 3.3359 1.6478 -2.2687  0.03
H -0.2211 -2.4504 -1.3981  0.10
H 3.8412 -0.7666 -2.6451  0.00
H 1.1456 0.6812 0.9092  0.10
H -0.3456 -2.4392 3.3115  0.01
H 2.8007 -3.0356 1.3368  -0.08
H 0.2393 1.1703 -0.5663  0.07
H -6.1009 -0.3178 1.0761  0.03
H -0.2452 -1.0310 -2.3285  0.02
H -0.2261 -0.8273 2.6164  0.01
H -2.8470 2.7628 2.4240  0.02
H 1.2202 -1.9589 5.0371  0.09
H 0.0599 4.2541 -3.9521  0.06
H -1.2388 2.9921 -0.0878  0.02
H -1.7357 4.4207 0.7765  0.04
H -1.0655 2.3974 -2.3938  0.04
H -5.2107 -0.1800 3.4154  0.02
H 4.4872 2.0503 -3.6913  0.06
H 1.0708 -0.1078 4.6179  0.03
H -4.5872 0.3862 0.5376  0.02
H 3.5195 -4.7060 1.2264  0.09
H -2.0663 1.3716 1.6625  0.07



Here is a cluster of 8 separate species, C16H32Br4O12 in total from the Open Molecules 2025 dataset. Energies are from the ωB97M-V functional and the def2-TZVPD basis.

Calculated values
Multiplicity: 1
Structure (SMILES): C[C@H]1COC(=O)O1.C[C@H]1COC(=O)O1.C[C@H]1COC(=O)O1.BrCCBr.BrCCBr.O.O.O

Last column: Löwdin charge in e.
Element x y z (Å)
Br 2.3395 -0.5402 -6.0359  0.60
Br 1.5347 3.4945 -3.8118  0.72
Br -0.3336 -5.9578 -2.2044  0.48
Br -1.5763 -2.8947 -3.5097  0.57
O -0.3202 3.6689 -0.8406  -0.10
O 1.5599 1.5368 3.8946  0.07
O 2.5210 -0.1360 -1.0456  0.07
O 0.4876 0.4229 5.4322  0.10
O -1.5410 -0.3783 0.2856  0.14
O -0.2409 1.0659 -1.4857  -0.05
O -3.5229 0.1524 1.1971  0.11
O 4.6807 -0.6880 -1.4123  0.09
O 3.0181 -1.5390 -2.7448  0.12
O -2.4544 0.7936 -4.0838  -0.06
O 2.6675 0.0417 5.2166  0.14
O -3.1384 -1.9825 0.9476  0.06
C -0.1260 2.3948 2.4819  0.01
C 0.2865 -4.0906 -1.5620  -0.58
C 0.3764 2.1839 3.9335  -0.39
C -0.4870 1.2737 4.7071  -0.06
C 1.4393 0.9518 -5.0556  -0.68
C -4.4136 -1.9258 1.5036  -0.35
C 3.2600 0.5677 -0.1018  -0.37
C 2.4304 1.9611 -4.5251  -0.72
C 3.3985 -0.7827 -1.8846  -0.51
C 1.6811 0.6871 4.9307  -0.56
C -2.6144 -0.6735 0.7327  -0.45
C 4.6937 0.3736 -0.4154  -0.08
C -4.6711 -0.5000 1.6786  -0.11
C -4.3046 -2.6973 2.8362  -0.01
C -0.7815 -2.9733 -1.6595  -0.61
C 2.7254 0.1568 1.2772  0.00
H 0.5553 3.1637 4.3764  0.16
H 0.1163 1.4765 1.9470  0.06
H -3.1884 1.0111 -4.6583  0.04
H 0.5561 4.0036 -1.0313  -0.02
H 3.0184 1.6283 -0.1725  0.15
H -1.9669 0.1221 -4.5610  0.00
H -0.2365 2.7186 -0.9190  -0.05
H 0.5306 3.1325 2.0206  0.09
H -1.4245 -3.2993 -0.8420  0.05
H -4.7569 -0.1292 2.7000  0.14
H 2.9188 -0.8647 1.6048  0.10
H -5.1709 -2.3799 0.8644  0.16
H 0.6303 1.4353 -5.6032  0.05
H -0.3880 -1.9927 -1.3919  0.04
H 3.0793 2.3349 -5.3172  0.05
H -0.4504 0.4761 -0.7615  -0.01
H 1.6406 0.2616 1.2626  0.07
H -1.1740 2.6606 2.6199  0.10
H 1.0811 -3.8365 -2.2635  0.04
H -1.1997 0.7404 4.0779  0.12
H 3.0061 1.3713 -3.8117  0.05
H -0.9016 0.8731 -2.1510  0.04
H -3.8990 -2.2265 3.7317  0.09
H -3.8800 -3.6998 2.7847  0.09
H 0.8701 0.4736 -4.2585  0.04
H 3.2526 0.6922 2.0668  0.09
H 0.6400 -4.1484 -0.5326  0.06
H 5.1975 0.0984 0.5111  0.14
H -5.3276 -2.9566 3.1089  0.08
H -5.6063 -0.2052 1.2025  0.14
H -1.2193 1.7477 5.3607  0.14
H 5.1221 1.3501 -0.6411  0.13



Here is a cluster of 6 separate species, C16H32Br8O4S2 in total from the Open Molecules 2025 dataset. Energies are from the ωB97M-V functional and the def2-TZVPD basis.

Calculated values
Multiplicity: 1
Structure (SMILES): O=S1(=O)CCCC1.O=S1(=O)CCCC1.BrCCBr.BrCCBr.BrCCBr.BrCCBr
ΔE to the lowest compared entry with this formula, charge and spin, kcal per mole: 14.6

Last column: Löwdin charge in e.
Element x y z (Å)
Br -1.7036 -3.5073 2.6706  0.64
Br -0.6557 1.4930 2.5926  0.65
Br 1.7840 -0.9596 3.6877  0.58
Br 3.2967 3.1373 3.2961  0.68
Br 6.4220 4.8661 1.1639  0.55
Br 6.7224 1.4142 6.0747  0.53
Br -0.2947 -4.9828 -1.5693  0.61
Br 4.3762 0.9749 -0.4690  0.63
S -4.3783 -1.0525 -1.3462  0.68
S 0.2088 -0.5317 -2.4164  0.60
O -3.8511 -0.3341 -2.4797  -0.33
O -3.8997 -2.4289 -1.2130  -0.34
O -0.5329 0.2459 -1.4667  -0.31
O 0.9996 -1.5844 -1.9334  -0.31
C 5.8807 2.9342 0.8583  -0.69
C 4.1610 2.0512 4.6658  -0.64
C -0.9895 -4.5578 1.2066  -0.72
C -6.5096 -0.0966 -0.0069  -0.23
C 0.0876 0.1185 1.5543  -0.76
C -0.9783 0.3987 -4.5261  -0.21
C -5.4119 -0.3764 1.0128  -0.19
C 1.5579 -0.1768 1.8673  -0.62
C -4.0919 -0.1822 0.2094  -0.21
C 1.1945 0.5457 -3.3940  -0.24
C 4.8397 2.8874 -0.2024  -0.67
C 0.1276 1.4348 -4.0328  -0.19
C -1.1115 -3.8876 -0.1274  -0.68
C -0.8620 -0.9122 -3.8132  -0.24
C -6.1797 -1.0062 -1.1726  -0.23
C 5.7077 2.1749 4.4806  -0.63
H 3.8599 3.3758 0.0992  0.07
H 5.2824 3.2809 -1.1403  0.07
H 3.8274 2.3233 5.6906  0.07
H -0.3984 -1.6689 -4.4381  0.11
H -3.1623 -0.6147 0.5681  0.09
H 6.1237 1.6161 3.6513  0.03
H 0.4701 2.1515 -4.7405  0.10
H -3.9152 0.8874 -0.0164  0.12
H -1.6016 -5.4906 1.2047  0.06
H -0.3412 2.0723 -3.2749  0.11
H 6.0590 3.2089 4.4083  0.04
H -1.7857 -1.4092 -3.4712  0.10
H 1.7658 -0.1050 -4.0906  0.13
H 2.2108 0.6544 1.8245  -0.02
H 3.8778 1.0064 4.4854  0.01
H 6.7755 2.3771 0.5777  0.06
H -1.9960 0.8907 -4.4218  0.13
H -2.1379 -3.7978 -0.3978  0.01
H -6.3304 -2.0618 -0.8807  0.11
H -0.8868 0.1953 -5.6340  0.12
H 1.7592 -0.9905 1.2148  0.04
H -0.7430 -2.8264 -0.1887  0.06
H 0.0012 0.3427 0.5303  0.00
H -7.5221 -0.3579 0.2943  0.12
H 1.9332 1.0347 -2.7367  0.09
H -6.6136 -0.8798 -2.1714  0.11
H -0.4722 -0.7946 1.8055  0.01
H -5.4267 -1.4439 1.2926  0.12
H -6.5826 0.9395 -0.3148  0.12
H 5.5557 2.6698 1.8670  -0.05
H 0.0267 -4.9715 1.3535  0.06
H -5.5286 0.2865 1.8784  0.12



| no. | calculated total energy (eV) |
| --- | --- |
| 1 | -45022.4808 |
| 2 | -42390.0506 |
| 3 | -66257.3218 |
| 4 | -859668.0845 |
| 5 | -321849.8855 |
| 6 | -607310.5637 |